Entry 1:
ORCA calculation (ωB97M-V with the def2-TZVPD basis set) on C4H9N3O in the gas phase in a non-equilibrium geometry.

Each line ends with the Löwdin charge.
CARTESIAN COORDINATES (ANGSTROEM)
1 C -1.22 0.62 0.16  -0.390
2 C -1.39 -0.75 1.05  -0.116
3 C -0.44 -0.69 -0.28  -0.172
4 C 1.91 0.40 0.12  -0.725
5 H -3.12 1.50 -0.15  0.090
6 H -2.23 0.89 -1.65  0.153
7 H -0.68 1.62 0.34  0.135
8 H -2.66 -1.07 0.76  0.157
9 H -1.03 -0.77 2.33  0.153
10 H -0.82 -1.38 -1.15  0.134
11 H 1.56 -1.82 -0.05  0.105
12 H 3.45 1.02 -0.39  0.156
13 H 3.08 -0.78 -0.99  0.148
14 N -2.50 0.72 -0.51  -0.088
15 N 1.20 -0.88 -0.08  0.049
16 N 3.18 -0.03 -0.16  0.070
17 O 1.71 1.39 0.63  0.141

ΔE to the lowest compared entry with this formula, charge and spin: 158.00 kcal/mol
HOMO energy: -0.3200 hartree
gap between HOMO and LUMO: 9.5030 eV
LUMO: 0.0293 Eh
SMILES: NC(=O)N[C@H]1C[C@@H]1N
electronic energy: -10805.61030 eV

---

Entry 2:
ORCA calculation (ωB97M-V with the def2-TZVPD basis set) on C4H9N3O in the gas phase in a non-equilibrium geometry.

Each line ends with the Löwdin charge.
CARTESIAN COORDINATES (ANGSTROEM)
1 C -0.09 0.07 -0.51  -0.298
2 C -1.56 0.29 -0.73  -0.096
3 C 0.73 -0.12 -1.76  -0.078
4 C 0.50 0.30 0.70  -0.433
5 N 1.88 0.46 0.87  0.112
6 N -1.08 -1.14 1.63  -0.005
7 N -0.24 0.19 1.84  0.048
8 O -2.13 -1.17 2.19  0.025
9 H 2.29 -0.04 1.65  0.085
10 H 2.44 0.42 0.04  0.073
11 H 0.28 0.26 2.72  0.118
12 H -2.08 -0.67 -0.86  0.076
13 H -1.73 0.88 -1.63  0.077
14 H -2.03 0.77 0.12  0.067
15 H 1.62 -0.72 -1.57  0.069
16 H 1.06 0.84 -2.18  0.084
17 H 0.14 -0.61 -2.52  0.076

ΔE to the lowest compared entry with this formula, charge and spin: 92.94 kcal/mol
HOMO energy (spin up / spin down): -0.2772 / -0.2772 hartree
gap between HOMO and LUMO (spin up / spin down): 7.5621 / 7.5611 eV
LUMO (spin up / spin down): 0.0007 / 0.0007 Eh
SMILES: CC(C)=C(N)NN=O
electronic energy: -10808.43161 eV

---

Entry 3:
ORCA calculation (ωB97M-V with the def2-TZVPD basis set) on 2 unconnected molecules or ions with the total composition C4H9N3O in a non-equilibrium geometry.

Each line ends with the Löwdin charge.
CARTESIAN COORDINATES (ANGSTROEM)
1 C 0.90 -1.33 0.83  -0.118
2 C 1.24 0.78 -0.80  -0.114
3 C -0.90 0.69 -0.08  -0.564
4 C -2.10 -0.05 0.01  -0.184
5 H 0.55 -0.29 1.91  0.183
6 H 0.53 -2.42 1.34  0.098
7 H 2.08 -1.04 0.75  0.077
8 H -0.78 -1.79 -0.80  0.114
9 H 1.75 0.14 -1.61  0.129
10 H 1.07 1.91 -1.11  0.111
11 H 1.64 0.87 0.28  0.079
12 H -0.16 2.64 0.19  0.112
13 H -2.91 0.47 0.67  0.156
14 N 0.21 -1.36 -0.65  -0.022
15 N 0.05 0.04 -0.74  -0.268
16 N -0.90 1.84 0.39  0.153
17 O -2.26 -1.10 -0.57  0.058

ΔE to the lowest compared entry with this formula, charge and spin: 172.32 kcal/mol
HOMO energy: -0.3166 hartree
gap between HOMO and LUMO: 8.5811 eV
LUMO: -0.0013 Eh
electronic energy: -10804.98914 eV

---

Question: Which of these has the lowest electronic energy?
Answer: number 2